This record from the Open Molecules 2025 dataset describes C22H35NO4P2Ti as an isolated structure in a non-equilibrium geometry. The level of theory is ωB97M-V/def2-TZVPD.

Values from the calculation:
ΔE to the lowest compared entry with this formula, charge and spin: 7.139 eV
DFT total energy: -74742.8767 eV
maximum force: 3.57 eV/Å
multiplicity: 3
orbital gap (alpha / beta): 3.151 / 4.012 eV

Atoms and positions in Å:
P (-0.2914, -1.3178, -4.6518)
P (-1.9999, -4.4515, -2.6602)
C (-0.8870, -3.0175, -5.0762)
C (-2.0953, -3.6917, -4.3604)
H (-0.0131, -3.6913, -5.1319)
H (-1.2144, -2.8853, -6.1224)
H (-2.9730, -3.0189, -4.3704)
H (-2.3645, -4.5738, -4.9673)
C (-1.2105, -6.0406, -2.9788)
H (-0.8969, -6.5100, -2.0397)
H (-0.3351, -5.9407, -3.6350)
H (-1.9552, -6.6735, -3.4716)
C (-3.7231, -4.6998, -2.2075)
H (-4.0365, -5.6643, -2.6227)
H (-4.3400, -3.8973, -2.6307)
H (-3.8519, -4.7168, -1.1188)
C (0.9602, -1.0807, -5.9438)
H (1.3869, -0.0728, -5.8646)
H (0.4718, -1.1931, -6.9232)
H (1.7575, -1.8317, -5.8492)
C (-1.6330, -0.1982, -5.0561)
H (-2.5895, -0.5072, -4.6140)
H (-1.7462, -0.1967, -6.1515)
H (-1.4097, 0.8286, -4.7445)
Ti (-1.3865, 1.0218, -1.0059)
C (-1.1912, -4.0729, -1.0186)
C (0.2481, -3.7992, -1.1050)
C (0.8965, -3.6422, -2.3734)
C (1.6425, -2.3170, -2.6156)
C (0.6622, -1.2324, -3.0835)
C (-0.5087, -0.8525, -2.1947)
C (-1.6745, -1.6813, -1.8322)
C (-1.7472, -2.6595, -0.6124)
C (-0.2059, 2.5859, -1.4786)
H (-1.4827, -4.8614, -0.2988)
H (0.7538, -3.5092, -0.1863)
H (0.0773, -3.6655, -3.1215)
H (1.5474, -4.4957, -2.6400)
H (2.1686, -1.9752, -1.7078)
H (2.3992, -2.4870, -3.3959)
H (1.2814, -0.3302, -3.2517)
H (-0.9262, 0.1419, -2.6515)
H (-1.8848, -2.2505, -2.7656)
H (-2.5783, -1.0160, -1.7668)
H (-1.1822, -2.2422, 0.2311)
H (-2.7969, -2.7266, -0.2890)
H (-0.6956, 3.5523, -1.2742)
H (-0.0176, 2.4863, -2.5611)
H (0.7582, 2.5361, -0.9492)
O (0.0107, 0.3211, 0.2889)
C (-0.7551, 0.6635, 1.2690)
O (-1.9253, 1.1195, 0.8988)
C (-0.2815, 0.6556, 2.6309)
C (1.0855, 0.4193, 2.8741)
C (1.5803, 0.6069, 4.1582)
C (0.7050, 1.0346, 5.1845)
C (-0.6666, 1.2285, 4.9338)
C (-1.1576, 1.0425, 3.6537)
N (1.1805, 1.3157, 6.4984)
O (2.3957, 1.1926, 6.7594)
O (0.3368, 1.6920, 7.3519)
H (1.7440, 0.0961, 2.0683)
H (2.6310, 0.4482, 4.3990)
H (-1.3222, 1.5449, 5.7435)
H (-2.2114, 1.2023, 3.4375)


This record from the Open Molecules 2025 dataset describes C21H25CdF3N6O8PS4 as an isolated structure. The level of theory is ωB97M-V/def2-TZVPD.

Values from the calculation:
ΔE to the lowest compared entry with this formula, charge and spin: 0.318 eV
DFT total energy: -112856.8516 eV
charge: -2
maximum force: 0.55 eV/Å
multiplicity: 2
orbital gap (alpha / beta): 6.032 / 6.726 eV

Atoms and positions in Å:
Cd (1.6396, -0.1016, -0.7861)
N (-1.5643, -0.9051, 6.7376)
C (-0.5293, -0.3970, 5.9252)
C (0.7737, -0.3120, 6.4120)
C (1.7879, 0.1847, 5.6091)
C (1.5028, 0.6221, 4.3278)
C (0.2038, 0.5530, 3.8417)
C (-0.8090, 0.0461, 4.6346)
S (2.7990, 1.1821, 3.2487)
O (4.0532, 0.9512, 3.9277)
O (2.5029, 2.5582, 2.9048)
N (2.5946, 0.3308, 1.9078)
C (2.5658, -1.0046, 1.9496)
N (2.8214, -1.7373, 3.0584)
C (2.6998, -3.0468, 2.9521)
C (2.3458, -3.7073, 1.7831)
C (2.1036, -2.8944, 0.6911)
N (2.2150, -1.5811, 0.7699)
H (-1.2458, -1.6230, 7.3712)
H (-2.3420, -1.2465, 6.1911)
H (0.9935, -0.6614, 7.4160)
H (2.8151, 0.2111, 5.9488)
H (-0.0140, 0.8433, 2.8208)
H (-1.8067, -0.0449, 4.2222)
H (2.8933, -3.6110, 3.8621)
H (2.2435, -4.7806, 1.7302)
H (1.7927, -3.2835, -0.2734)
C (-0.5751, -1.6128, -7.1495)
C (-0.4336, -1.3254, -5.6689)
O (0.9340, -1.0507, -5.3960)
P (1.4085, -0.4244, -3.9165)
S (3.3961, 0.6203, -2.4410)
S (0.3879, -1.5455, -2.5332)
O (0.4533, 0.9396, -3.9250)
C (0.9911, 2.1380, -4.4709)
C (0.6758, 2.2554, -5.9521)
H (-1.6161, -1.8373, -7.3958)
H (0.0421, -2.4667, -7.4344)
H (-0.2565, -0.7513, -7.7399)
H (-0.7587, -2.1807, -5.0701)
H (-1.0497, -0.4698, -5.3777)
H (2.0679, 2.1733, -4.2809)
H (0.5334, 2.9604, -3.9147)
H (1.1498, 1.4458, -6.5087)
H (1.0383, 3.2100, -6.3444)
H (-0.4023, 2.2014, -6.1190)
N (-3.7628, 1.1551, -1.6892)
C (-3.3467, 2.4040, -1.3947)
O (-3.9995, 3.4107, -1.6464)
C (-1.9924, 2.4979, -0.7592)
C (-1.7169, 3.5609, 0.0921)
C (-0.4822, 3.6291, 0.7089)
C (0.4555, 2.6429, 0.4388)
N (0.1992, 1.6427, -0.4010)
C (-0.9967, 1.5596, -0.9854)
H (-4.6964, 1.0758, -2.0536)
H (-3.3582, 0.3377, -1.2341)
H (-2.4851, 4.3044, 0.2628)
H (-0.2381, 4.4192, 1.4054)
H (1.4240, 2.6378, 0.9249)
H (-1.1394, 0.7192, -1.6573)
F (-3.3649, -3.3886, 1.7159)
C (-2.1123, -2.9255, 1.5425)
F (-1.4647, -3.0931, 2.7066)
F (-1.5201, -3.7066, 0.6314)
S (-2.1051, -1.1549, 1.0330)
O (-2.8591, -1.1762, -0.2092)
O (-2.7671, -0.4964, 2.1364)
O (-0.6934, -0.8800, 0.8857)


This record from the Open Molecules 2025 dataset describes a 2-piece molecular cluster, C8H11NO2 overall in a non-equilibrium geometry. The level of theory is ωB97M-V/def2-TZVPD.

Values from the calculation:
ΔE to the lowest compared entry with this formula, charge and spin: 3.154 eV
DFT total energy: -14056.9299 eV
maximum force: 1.51 eV/Å
multiplicity: 1
orbital gap: 9.829 eV

Atoms and positions in Å:
C (-1.3995, 0.2712, 1.9720)
C (-1.6290, 0.9980, 1.0491)
C (1.1217, -2.1679, 2.5361)
C (1.0617, -1.2192, -1.1357)
C (0.2781, -1.8740, 0.0178)
C (1.8298, -0.0639, -0.4781)
C (0.9083, -1.3314, 1.2567)
C (-1.9079, 1.8813, -0.0630)
N (1.6650, -0.3114, 0.9442)
O (0.5638, -2.0816, 3.5881)
O (2.0282, -2.8190, 1.9879)
H (1.7526, -1.9384, -1.5694)
H (0.3980, -0.8641, -1.9193)
H (-0.7701, -1.5644, 0.0235)
H (0.3110, -2.9604, -0.0094)
H (2.8895, -0.0591, -0.7445)
H (1.4004, 0.9127, -0.7219)
H (-1.5771, 1.4338, -0.9998)
H (-1.3923, 2.8312, 0.0790)
H (-2.9793, 2.0699, -0.1243)
H (-1.1971, -0.3679, 2.7809)
H (2.1675, 0.2289, 1.6315)


This record from the Open Molecules 2025 dataset describes an isolated ion of composition C13H28N2O13P3S and charge +1 in a non-equilibrium geometry. The level of theory is ωB97M-V/def2-TZVPD.

Values from the calculation:
DFT total energy: -82226.0109 eV
charge: +1
maximum force: 5.32 eV/Å
multiplicity: 1
orbital gap: 9.395 eV

Atoms and positions in Å:
C (2.4382, 1.4761, -4.0842)
C (0.9074, 1.5670, -4.0882)
O (0.2913, 0.6123, -4.3822)
O (0.2226, 2.7287, -3.8115)
C (0.1349, 2.9662, -2.3946)
C (-0.8235, 1.9164, -1.7373)
C (-0.0546, 0.8136, -0.9718)
C (-0.6016, 0.3390, 0.4422)
P (-0.7439, 2.0274, 1.3296)
P (0.9335, 2.2298, 2.7101)
O (0.7549, 1.4687, 3.9359)
O (2.3621, 1.9152, 1.9765)
O (0.9601, 3.8035, 3.1538)
N (0.5538, -0.4758, 0.9959)
O (0.4102, -0.7181, 2.3648)
C (0.7706, -1.8051, 0.2983)
C (1.1777, -2.9620, 1.3148)
C (1.4649, -4.3274, 0.5879)
O (2.1810, -5.0641, 1.1264)
P (2.3013, -1.7892, -0.7991)
O (2.6468, -0.4582, -1.3298)
O (2.1537, -2.8324, -1.9981)
O (3.6368, -2.2729, 0.0248)
C (-0.5235, -2.3759, -0.3824)
O (-1.5881, -1.4908, -0.6783)
C (-1.8855, -0.5130, 0.3209)
C (-3.0916, 0.2118, -0.3527)
N (-3.6485, 1.3034, 0.4552)
S (-2.6090, -1.3109, 1.8227)
C (-2.8499, -0.2034, 3.2487)
O (-1.8426, -2.4402, 2.3334)
O (-3.9324, -1.8259, 1.5541)
H (2.8092, 1.8898, -5.0313)
H (2.6913, 0.4131, -4.0386)
H (2.8235, 1.9857, -3.1902)
H (-0.2041, 3.9960, -2.2287)
H (1.1683, 2.8986, -2.0067)
H (-1.2830, 1.4236, -2.6141)
H (-1.6618, 2.4059, -1.2312)
H (0.9321, 1.2591, -0.7294)
H (0.1495, -0.0249, -1.6485)
H (-1.8777, 2.0657, 2.1761)
H (2.7323, 2.6802, 1.5045)
H (1.6623, 4.2621, 2.6622)
H (1.4462, 0.0401, 0.9052)
H (1.2481, -0.4861, 2.8123)
H (0.3598, -3.2104, 2.0105)
H (2.0350, -2.6731, 1.9374)
H (1.0167, -4.5521, -0.4066)
H (2.8789, -2.6609, -2.6279)
H (3.6889, -1.6636, 0.7807)
H (-0.2228, -2.8424, -1.3376)
H (-0.9228, -3.2180, 0.2079)
H (-3.9154, -0.5051, -0.4989)
H (-2.8597, 0.4879, -1.3942)
H (-3.3477, 2.1850, 0.0423)
H (-4.6626, 1.3063, 0.4053)
H (-3.2882, -0.8160, 4.0474)
H (-1.9123, 0.2852, 3.5463)
H (-3.5911, 0.5546, 2.9600)


This record from the Open Molecules 2025 dataset describes an isolated molecule of C6H12N4 in a non-equilibrium geometry. The level of theory is ωB97M-V/def2-TZVPD.

Values from the calculation:
ΔE to the lowest compared entry with this formula, charge and spin: 2.659 eV
DFT total energy: -12373.8715 eV
maximum force: 5.37 eV/Å
multiplicity: 1
orbital gap: 8.668 eV

Atoms and positions in Å:
C (1.2070, -2.4027, -0.2861)
C (0.2237, -1.1921, -1.7673)
C (-1.5137, 1.1811, 0.3729)
C (0.9529, 1.2660, 0.0818)
C (-0.0651, 0.4193, 2.1867)
C (-0.2323, 0.4476, 0.6700)
N (0.9858, -2.1765, -1.6212)
N (0.6742, -1.6404, 0.6244)
N (-0.1934, -0.8362, 0.1740)
N (-0.6264, -0.6788, -2.6474)
H (1.9802, -3.0604, 0.1100)
H (-2.3635, 0.6877, 0.7951)
H (-1.5400, 2.2766, 0.5514)
H (-1.5713, 1.0337, -0.7279)
H (1.1764, 2.2428, 0.5676)
H (1.8543, 0.6682, 0.0098)
H (0.8393, 1.5090, -1.0180)
H (0.0698, 1.2718, 2.7534)
H (-0.8151, -0.1468, 2.6811)
H (0.9114, 0.0098, 2.3261)
H (-0.9996, 0.2442, -2.3292)
H (-0.9547, -1.1240, -3.5072)


This record from the Open Molecules 2025 dataset describes C3H3GdO4 as an isolated structure in a non-equilibrium geometry. The level of theory is ωB97M-V/def2-TZVPD.

Values from the calculation:
ΔE to the lowest compared entry with this formula, charge and spin: 0.000 eV
DFT total energy: -32160.3188 eV
charge: +2
maximum force: 4.74 eV/Å
multiplicity: 8
orbital gap (alpha / beta): 8.475 / 4.711 eV

Atoms and positions in Å:
O (-2.4287, 1.3142, 0.6411)
C (-2.7803, 0.5867, -0.2537)
C (-1.7880, -0.0361, -1.2074)
H (-3.7899, 0.1203, -0.2569)
H (-1.7991, -1.1287, -1.0894)
H (-2.0462, 0.2345, -2.2406)
O (0.1575, -1.3279, 0.1874)
C (0.1447, -0.0762, 0.1420)
O (-0.5058, 0.4840, -0.8899)
O (1.1276, 0.5949, 0.5788)
Gd (2.7716, -0.7268, -0.3899)


This record from the Open Molecules 2025 dataset describes an isolated molecule of ClH3NO2P in a non-equilibrium geometry. The level of theory is ωB97M-V/def2-TZVPD.

Values from the calculation:
ΔE to the lowest compared entry with this formula, charge and spin: 2.372 eV
DFT total energy: -27444.4754 eV
maximum force: 4.56 eV/Å
multiplicity: 1
orbital gap: 9.976 eV

Atoms and positions in Å:
N (-1.2961, -0.6694, -0.0606)
O (0.6542, 1.5996, 0.3836)
O (0.0382, -1.0210, -0.0986)
P (1.0336, 0.3323, -0.6731)
Cl (2.5953, -0.6276, 0.2213)
H (-1.7599, -1.5551, -0.5278)
H (-1.6687, -0.4824, 0.8568)
H (0.4034, 2.4236, -0.1016)


This record from the Open Molecules 2025 dataset describes C45H55B2Cl2F4N9O6PS2SiSr as an isolated structure in a non-equilibrium geometry. The level of theory is ωB97M-V/def2-TZVPD.

Values from the calculation:
DFT total energy: -150196.6297 eV
charge: +1
maximum force: 3.60 eV/Å
multiplicity: 1
orbital gap: 7.714 eV

Atoms and positions in Å:
Sr (-0.4168, -0.2375, 1.1594)
C (-3.2771, -3.3332, 3.0454)
C (-2.1833, -2.4499, 2.5336)
N (-2.3377, -1.5561, 1.6369)
O (-3.6368, -1.2958, 1.2137)
B (-4.0609, 0.0206, 1.7614)
F (-3.6536, 0.1586, 3.0791)
F (-5.4305, 0.1381, 1.6476)
O (-3.4469, 1.1605, 0.8930)
N (-2.1741, 1.4859, 1.3528)
C (-2.1296, 2.2562, 2.3739)
C (-3.3053, 2.9816, 2.9436)
C (-0.8284, 2.3368, 3.0810)
N (-0.1096, 1.2907, 2.9365)
O (1.0771, 1.2012, 3.5902)
B (1.2366, -0.0626, 4.4139)
F (2.5311, -0.0355, 4.8689)
F (0.2988, -0.0089, 5.4433)
O (1.0405, -1.3720, 3.6904)
N (-0.1723, -1.4582, 3.1123)
C (-0.8279, -2.5545, 3.1372)
C (-0.3902, -3.8139, 3.8138)
C (-0.4984, 3.4819, 3.9828)
H (-4.2290, -3.0014, 2.6417)
H (-3.0941, -4.3672, 2.7447)
H (-3.3206, -3.2969, 4.1334)
H (-4.1999, 2.7335, 2.3821)
H (-3.4626, 2.6858, 3.9806)
H (-3.1353, 4.0593, 2.9112)
H (0.5733, -3.6396, 4.2826)
H (-1.1099, -4.1070, 4.5775)
H (-0.3024, -4.6265, 3.0899)
H (-0.5263, 4.4258, 3.4360)
H (-1.2247, 3.5361, 4.7941)
H (0.4902, 3.3276, 4.4067)
Cl (2.4606, -0.7412, -3.4508)
C (1.3171, -1.9603, -3.0319)
C (1.5330, -3.2303, -3.5959)
C (0.7037, -4.2700, -3.3082)
Cl (0.9996, -5.8171, -4.0065)
C (-0.3919, -4.0857, -2.4303)
C (-1.2993, -5.1118, -2.0900)
C (-2.3445, -4.8361, -1.2549)
C (-2.4837, -3.5271, -0.7599)
N (-1.6604, -2.5537, -1.0588)
C (-0.6174, -2.7988, -1.8764)
C (0.2594, -1.7088, -2.1833)
O (-0.0347, -0.4997, -1.5790)
H (2.3719, -3.3726, -4.2620)
H (-1.1532, -6.1014, -2.4988)
H (-3.0532, -5.6029, -0.9754)
H (-3.3034, -3.2635, -0.0977)
C (2.0860, 2.2098, -5.1661)
Si (1.3575, 3.5414, -4.0500)
C (-0.4966, 3.6862, -4.4051)
C (2.2634, 5.1580, -4.3660)
C (1.5024, 3.1223, -2.1942)
C (2.2277, 3.9669, -1.3536)
C (2.2873, 3.7321, 0.0096)
C (1.5621, 2.6779, 0.5298)
N (0.8559, 1.8431, -0.2366)
C (0.8612, 2.0501, -1.5521)
S (-0.0539, 0.8864, -2.5322)
H (2.0494, 2.5505, -6.2031)
H (1.5351, 1.2739, -5.1007)
H (3.1305, 2.0080, -4.9233)
H (-0.6798, 4.0204, -5.4277)
H (-0.9963, 4.3827, -3.7299)
H (-0.9633, 2.7075, -4.2843)
H (2.1591, 5.4341, -5.4165)
H (3.3313, 5.0575, -4.1635)
H (1.8800, 5.9862, -3.7684)
H (2.7586, 4.8114, -1.7748)
H (2.8797, 4.3588, 0.6614)
H (1.5557, 2.4907, 1.5957)
C (-5.6028, -0.2926, -3.7371)
N (-4.1950, 0.0329, -4.2396)
C (-4.0905, 1.5540, -4.3585)
N (-4.4174, 2.1919, -3.1398)
C (-5.7589, 1.8222, -2.7033)
N (-5.8687, 0.3818, -2.5282)
C (-5.0940, -0.1012, -1.3835)
P (-3.2454, 0.2063, -1.4889)
C (-3.1714, -0.4926, -3.2872)
C (-3.4243, 1.9848, -2.0807)
H (-5.6650, -1.3728, -3.6032)
H (-6.2990, 0.0295, -4.5143)
H (-4.0645, -0.3831, -5.1619)
H (-4.7850, 1.8591, -5.1442)
H (-3.0676, 1.7888, -4.6524)
H (-6.4838, 2.1521, -3.4520)
H (-5.9728, 2.3132, -1.7561)
H (-5.2669, -1.1719, -1.2523)
H (-5.4632, 0.3927, -0.4901)
H (-3.2972, -1.5753, -3.2200)
H (-2.1859, -0.2933, -3.7101)
H (-2.4593, 2.3473, -2.4327)
H (-3.7154, 2.5801, -1.2154)
O (1.7731, -1.2118, 0.7659)
S (2.9624, -1.5057, -0.0976)
C (4.2909, -2.4511, 0.8094)
C (4.1248, -2.7274, 2.2696)
C (4.9767, -2.1356, 3.1964)
C (4.8833, -2.4584, 4.5392)
C (3.9548, -3.3932, 4.9671)
C (3.1156, -3.9989, 4.0457)
C (3.1888, -3.6593, 2.7056)
C (3.8773, 0.0760, -0.2863)
C (4.5899, 0.6104, 0.9200)
C (3.9354, 0.7383, 2.1420)
C (4.5913, 1.2807, 3.2364)
C (5.9101, 1.6964, 3.1203)
C (6.5750, 1.5556, 1.9095)
C (5.9181, 1.0163, 0.8130)
H (5.2110, -1.8991, 0.6209)
H (4.3210, -3.3884, 0.2524)
H (5.7297, -1.4313, 2.8639)
H (5.5420, -1.9818, 5.2531)
H (3.8839, -3.6497, 6.0154)
H (2.4105, -4.7500, 4.3764)
H (2.5286, -4.1293, 1.9842)
H (3.1198, 0.7759, -0.6348)
H (4.5710, -0.1192, -1.1060)
H (2.9187, 0.3878, 2.2593)
H (4.0631, 1.3500, 4.1785)
H (6.4209, 2.1274, 3.9714)
H (7.6085, 1.8627, 1.8149)
H (6.4372, 0.9208, -0.1343)


Please write out number 5 again, unchanged.
This record from the Open Molecules 2025 dataset describes an isolated molecule of C6H12N4 in a non-equilibrium geometry. The level of theory is ωB97M-V/def2-TZVPD.

Values from the calculation:
ΔE to the lowest compared entry with this formula, charge and spin: 2.659 eV
DFT total energy: -12373.8715 eV
maximum force: 5.37 eV/Å
multiplicity: 1
orbital gap: 8.668 eV

Atoms and positions in Å:
C (1.2070, -2.4027, -0.2861)
C (0.2237, -1.1921, -1.7673)
C (-1.5137, 1.1811, 0.3729)
C (0.9529, 1.2660, 0.0818)
C (-0.0651, 0.4193, 2.1867)
C (-0.2323, 0.4476, 0.6700)
N (0.9858, -2.1765, -1.6212)
N (0.6742, -1.6404, 0.6244)
N (-0.1934, -0.8362, 0.1740)
N (-0.6264, -0.6788, -2.6474)
H (1.9802, -3.0604, 0.1100)
H (-2.3635, 0.6877, 0.7951)
H (-1.5400, 2.2766, 0.5514)
H (-1.5713, 1.0337, -0.7279)
H (1.1764, 2.2428, 0.5676)
H (1.8543, 0.6682, 0.0098)
H (0.8393, 1.5090, -1.0180)
H (0.0698, 1.2718, 2.7534)
H (-0.8151, -0.1468, 2.6811)
H (0.9114, 0.0098, 2.3261)
H (-0.9996, 0.2442, -2.3292)
H (-0.9547, -1.1240, -3.5072)


Question: Which formula does entry 7 have?
Answer: ClH3NO2P


Question: Number 8 is which compound?
Answer: C45H55B2Cl2F4N9O6PS2SiSr